Below is 2 unconnected molecules or ions with the total composition C5H13O3 in a non-equilibrium geometry, with properties calculated with the ωB97M-V functional and the def2-TZVPD basis.

ΔE to the lowest compared entry with this formula, charge and spin (kJ/mol): 131.3
Spin multiplicity: 2
HOMO level (spin up / spin down) (eV): -9.624 / -9.622
Kohn-Sham gap (spin up / spin down) (eV): 10.35 / 7.22
Expectation value of S²: 0.755
Total charge: 0

```
21
Properties=species:S:1:pos:R:3:mulliken_charge:R:1
C 1.404 0.203 1.622 -0.46
O 0.430 -0.245 2.290 -0.48
C 1.405 -0.478 0.217 -0.25
C 1.018 0.471 -0.914 -0.81
C 0.072 -0.171 -1.946 -0.61
C -1.294 -0.213 -1.139 -0.14
O -2.383 0.486 -1.766 -0.55
H 1.690 1.317 1.598 0.33
H 2.335 -0.054 2.201 0.35
H 2.463 -0.853 0.095 0.36
H 0.706 -1.426 0.334 0.21
H 1.869 0.997 -1.458 0.37
H 0.512 1.376 -0.463 0.39
H -0.173 0.614 -2.698 0.31
H 0.406 -1.152 -2.355 0.32
H -1.545 -1.332 -1.023 0.16
H -1.230 0.309 -0.164 0.12
H -2.646 1.118 -1.139 0.31
H -2.085 0.019 2.774 0.29
H -0.992 -0.596 2.042 0.47
O -1.962 -0.392 1.893 -0.68
```